# C30H62

The molecule C30H62 (wB97M-V/def2-TZVPD, OMol25).

Cartesian coordinates (Å):
1 C -6.595 -1.214 1.936
2 H -5.581 -0.839 2.046
3 H -6.878 -1.698 2.869
4 H -7.264 -0.372 1.772
5 C -6.686 -2.208 0.781
6 C -5.723 -3.374 1.003
7 H -5.998 -3.914 1.907
8 H -4.700 -3.030 1.114
9 H -5.765 -4.070 0.168
10 C -6.517 -1.531 -0.591
11 C -5.386 -0.511 -0.755
12 H -5.520 -0.044 -1.736
13 C -3.977 -1.099 -0.698
14 H -3.693 -1.293 0.337
15 H -3.975 -2.053 -1.230
16 C -2.911 -0.190 -1.327
17 C -2.801 1.129 -0.567
18 H -3.742 1.672 -0.599
19 H -2.037 1.767 -1.002
20 H -2.544 0.945 0.474
21 C -1.567 -0.929 -1.356
22 C -0.511 -0.273 -2.245
23 H -0.292 0.735 -1.887
24 H -0.908 -0.186 -3.258
25 C 0.783 -1.084 -2.253
26 H 1.100 -1.224 -1.218
27 H 0.588 -2.074 -2.672
28 C 1.924 -0.426 -3.038
29 C 1.665 -0.499 -4.542
30 H 1.624 -1.537 -4.868
31 H 0.725 -0.019 -4.801
32 H 2.461 0.000 -5.091
33 H 1.984 0.630 -2.748
34 C 3.267 -1.094 -2.706
35 C 3.835 -0.659 -1.356
36 C 5.108 -1.426 -0.998
37 C 5.726 -0.998 0.341
38 H 6.815 -1.006 0.245
39 H 5.439 0.035 0.548
40 C 5.384 -1.872 1.561
41 C 6.037 -3.249 1.444
42 H 5.893 -3.816 2.361
43 H 5.604 -3.819 0.625
44 H 7.106 -3.153 1.266
45 C 3.881 -2.029 1.815
46 C 3.189 -0.729 2.222
47 H 3.431 0.051 1.502
48 C 1.673 -0.902 2.302
49 H 1.312 -1.362 1.378
50 C 0.911 0.413 2.525
51 C -0.511 0.106 2.994
52 H -1.045 -0.458 2.231
53 H -0.492 -0.488 3.905
54 H -1.061 1.019 3.199
55 H 1.421 0.979 3.313
56 C 0.899 1.253 1.243
57 C 0.343 2.664 1.423
58 C 0.542 3.495 0.155
59 H 0.183 2.914 -0.699
60 H 1.609 3.675 0.001
61 C -0.197 4.837 0.171
62 C -0.106 5.496 -1.205
63 H -0.647 6.440 -1.214
64 H 0.933 5.695 -1.461
65 H -0.531 4.851 -1.971
66 C 0.360 5.777 1.236
67 H -0.149 6.738 1.196
68 H 0.225 5.364 2.232
69 H 1.423 5.946 1.073
70 H -1.254 4.645 0.393
71 H -0.723 2.621 1.650
72 H 0.848 3.143 2.264
73 H 0.312 0.731 0.486
74 H 1.919 1.340 0.865
75 H 1.444 -1.591 3.117
76 H 3.569 -0.405 3.194
77 H 3.406 -2.433 0.920
78 H 3.739 -2.764 2.611
79 H 5.820 -1.373 2.435
80 H 4.890 -2.494 -0.986
81 H 5.838 -1.259 -1.794
82 H 3.085 -0.811 -0.583
83 H 4.058 0.411 -1.393
84 H 3.135 -2.179 -2.715
85 H 3.992 -0.847 -3.485
86 H -1.733 -1.946 -1.721
87 H -1.184 -1.010 -0.335
88 H -3.208 0.025 -2.361
89 H -5.496 0.273 -0.007
90 H -7.450 -1.005 -0.812
91 H -6.401 -2.311 -1.348
92 H -7.700 -2.630 0.784

Atoms 1-2, force components in eV/Å:
C -0.171 -0.210 -0.196
H 0.148 0.101 0.040

Computed properties:
- Multiplicity: 1
- Energy relative to the best compared isomer or geometry (same formula, charge and spin): 5.22 kcal/mol
- LUMO energy: 0.90 eV

# C15H31CoIP2

A structure of composition C15H31CoIP2 (wB97M-V/def2-TZVPD, OMol25).

Cartesian coordinates (Å):
1 P -0.010 -2.313 -4.775
2 P 0.867 0.392 -4.980
3 C -0.055 -1.636 -6.495
4 C 1.144 -0.691 -6.513
5 H -1.034 -1.145 -6.595
6 H -0.003 -2.516 -7.133
7 H 2.096 -1.214 -6.320
8 H 1.223 -0.099 -7.435
9 C -0.373 1.476 -5.817
10 H -0.721 2.284 -5.164
11 H -1.243 0.901 -6.132
12 H 0.047 1.938 -6.711
13 C 2.319 1.563 -5.073
14 H 2.575 1.779 -6.119
15 H 3.195 1.091 -4.619
16 H 2.157 2.518 -4.554
17 C -1.072 -3.855 -4.831
18 H -0.657 -4.665 -4.182
19 H -1.114 -4.187 -5.859
20 H -2.063 -3.548 -4.502
21 C 1.617 -3.395 -5.150
22 H 2.455 -2.694 -5.169
23 H 1.433 -3.802 -6.152
24 H 1.877 -4.265 -4.423
25 Co 0.694 -3.683 -3.466
26 C -1.157 3.919 -3.574
27 C -2.427 3.536 -3.347
28 C -3.096 2.346 -3.999
29 C -2.516 0.944 -3.555
30 C -1.275 0.862 -2.763
31 C 0.040 1.265 -3.045
32 C 0.647 2.453 -2.340
33 C -0.036 3.815 -2.572
34 C 2.317 -3.081 -2.398
35 H -0.936 4.568 -4.425
36 H -3.140 4.182 -2.809
37 H -3.073 2.425 -5.101
38 H -4.166 2.368 -3.725
39 H -3.277 0.514 -2.889
40 H -2.521 0.242 -4.411
41 H -1.449 0.509 -1.738
42 H 0.719 0.409 -2.753
43 H 1.720 2.562 -2.551
44 H 0.586 2.255 -1.265
45 H -0.468 4.146 -1.597
46 H 0.724 4.542 -2.881
47 H 1.978 -2.191 -1.856
48 H 3.125 -2.824 -3.088
49 H 2.673 -3.850 -1.705
50 I -0.373 -4.412 -1.418

Atoms 1-2, force components in eV/Å:
P 0.890 0.239 -0.032
P -1.396 3.180 -0.227

Computed properties:
- Multiplicity: 4
- Energy relative to the best compared isomer or geometry (same formula, charge and spin): 82.20 kcal/mol
- Expectation value of S²: 3.762
- LUMO energy (alpha / beta): -1.41 / -1.62 eV

# C17H25Cl2CoIN4O2

A structure of composition C17H25Cl2CoIN4O2 (wB97M-V/def2-TZVPD, OMol25).

Cartesian coordinates (Å):
1 Co -0.052 -1.076 -0.257
2 Cl 4.295 -1.166 5.678
3 C 3.028 -1.166 4.479
4 C 1.693 -0.998 4.896
5 C 0.686 -0.991 3.980
6 Cl -0.954 -0.796 4.509
7 C 0.913 -1.128 2.560
8 O -0.062 -1.113 1.764
9 C 2.290 -1.296 2.188
10 C 2.707 -1.451 0.827
11 O 2.034 -1.301 -0.194
12 C 3.315 -1.324 3.163
13 H 1.466 -0.882 5.947
14 H 3.771 -1.714 0.698
15 H 4.342 -1.458 2.843
16 N 0.284 -0.945 -2.452
17 C -0.507 -0.289 -3.519
18 C -1.749 0.376 -2.950
19 C -2.808 -0.624 -2.461
20 C -3.295 -0.325 -1.052
21 N -2.284 -0.789 -0.089
22 H 1.179 -0.482 -2.339
23 H 0.498 -1.902 -2.699
24 H -0.795 -1.032 -4.265
25 H 0.101 0.460 -4.029
26 H -2.178 1.040 -3.704
27 H -1.418 1.001 -2.117
28 H -2.394 -1.639 -2.449
29 H -3.657 -0.636 -3.147
30 H -4.258 -0.810 -0.875
31 H -3.457 0.752 -0.940
32 H -2.369 -1.801 -0.031
33 H -2.488 -0.476 0.858
34 C -1.825 4.109 -0.117
35 C -0.707 3.121 -0.144
36 C 0.642 3.266 -0.374
37 C 1.188 1.967 -0.301
38 N 0.230 1.081 -0.054
39 N -0.903 1.804 0.030
40 C 2.635 1.607 -0.425
41 H -1.426 5.119 -0.072
42 H -2.472 3.956 0.748
43 H -2.437 4.028 -1.018
44 H 1.175 4.185 -0.556
45 H -1.752 1.328 0.278
46 H 3.221 2.510 -0.587
47 H 2.817 0.917 -1.249
48 H 2.987 1.126 0.487
49 I -1.901 -4.204 0.017
50 C -0.115 -3.060 -0.409
51 H 0.172 -3.428 -1.394
52 H 0.596 -3.451 0.318

Atoms 1-2, force components in eV/Å:
Co -0.115 0.196 -0.103
Cl -0.046 -0.005 -0.021

Computed properties:
- Multiplicity: 2
- Energy relative to the best compared isomer or geometry (same formula, charge and spin): 10.44 kcal/mol
- Expectation value of S²: 0.767
- LUMO energy (alpha / beta): 0.23 / 0.24 eV

# C6H9NO

The molecule C6H9NO (wB97M-V/def2-TZVPD, OMol25).

Cartesian coordinates (Å):
1 C 0.856 0.118 -0.174
2 C 1.090 -1.336 -0.224
3 C 0.246 -0.730 0.902
4 C -1.230 -0.449 0.594
5 C -1.268 1.098 0.504
6 C -0.548 0.634 -0.810
7 H 2.419 1.079 -0.821
8 H 1.800 1.891 0.422
9 H 2.090 -1.803 0.038
10 H 0.497 -1.867 -0.967
11 H 0.566 -0.822 1.969
12 H -1.934 -1.019 1.162
13 H -2.255 1.453 0.353
14 H -0.784 1.747 1.267
15 H -0.519 1.227 -1.757
16 N 1.993 0.927 0.069
17 O -1.338 -0.547 -0.864

Atoms 1-2, force components in eV/Å:
C -0.674 0.711 0.529
C -0.257 -1.524 0.062

Computed properties:
- Multiplicity: 1
- Energy relative to the best compared isomer or geometry (same formula, charge and spin): 69.74 kcal/mol
- LUMO energy: 1.06 eV

energy relative to the best compared isomer or geometry (same formula, charge and spin) of number 1 (C30H62)?
5.22 kcal/mol